A structure of composition C21H29AuFGeN2O5Se. Source: the OMol25 dataset; level of theory: the ωB97M-V functional and the def2-TZVPD basis.

Cartesian coordinates (Å):
Au -0.40847 -3.09585 -1.08795
Se -1.83340 -0.88341 2.36454
Ge -3.23885 1.08046 4.67102
F 4.53326 -1.98256 -5.51939
O -0.04490 0.58956 0.94228
O 1.44737 -2.24524 -1.73753
O -0.51736 -1.38852 0.17466
O -0.55755 -4.84309 -2.23340
O -1.55355 -6.81035 -2.35821
N 2.15500 1.75660 -2.25904
N -2.22010 -4.13054 -0.23973
C -4.06229 2.02529 3.13698
C 2.65527 3.50096 -3.87710
C -2.97909 -0.82918 3.90741
C 2.75959 0.83618 -3.09630
C -0.23276 -1.45067 3.27447
C 1.32070 1.33450 -1.31564
C 3.11206 -1.49700 -3.72189
C 4.18389 0.26698 -4.95549
C -4.42099 0.94170 6.26210
C 0.09213 -0.26589 0.06981
C 1.59753 -1.00378 -1.87385
C 3.76735 2.67349 -4.50105
C -1.41929 1.72174 5.12274
C 1.58813 4.12785 -1.69159
C 3.95017 -1.08456 -4.72589
C 0.99329 0.01344 -1.08749
C -1.28719 -5.78931 -1.77740
C 2.51322 -0.53711 -2.90072
C 2.54326 3.16973 -2.38923
C -1.85024 -5.54316 -0.34183
C 3.58656 1.22689 -4.16633
H -4.98936 1.54137 2.83953
H -2.43178 -3.84467 0.71146
H 1.65124 4.05541 -0.60944
H -4.56845 1.93574 6.67626
H 3.53783 3.26929 -1.93206
H -3.97954 0.32060 7.03582
H -0.40873 -2.42161 3.73298
H -5.39573 0.53840 6.00506
H -0.94648 1.07126 5.85415
H 4.80931 0.55449 -5.78376
H -3.97160 -1.14212 3.58929
H 0.85155 2.07555 -0.68745
H 1.86334 5.14415 -1.96268
H 2.88799 -2.53881 -3.56159
H -4.28577 3.05753 3.38796
H 0.57531 -1.51251 2.55350
H -0.80149 1.77231 4.22947
H 1.70378 3.28036 -4.36433
H -3.03025 -3.92662 -0.82028
H -1.47633 2.71674 5.55393
H 0.00411 -0.71348 4.03659
H -2.67866 -6.22694 -0.14515
H 0.56205 3.95919 -2.00854
H 2.86620 4.56268 -4.00363
H 4.73612 3.02169 -4.13632
H 3.76232 2.79708 -5.58414
H -2.60759 -1.49563 4.68078
H -3.37942 2.01324 2.29048
H -1.03270 -5.74986 0.35313

## Properties
* orbital gap (spin up / spin down): 3.51 / 3.00 eV
* charge: +1